No. 1
C24H46BNO8SSi | wB97M-V/def2-TZVPD

Geometry as XYZ:
```
82
Properties=species:S:1:pos:R:3:lowdin_charge:R:1
H 3.73288 -0.91409 -7.64645 0.068
O -3.91374 0.11341 2.96911 -0.359
H 0.43325 2.60148 4.22257 0.102
H 2.99546 2.83318 2.45209 0.079
C 1.47262 1.48073 -2.93435 -0.067
C 2.67347 1.74840 -6.51272 -0.513
H -4.28015 -2.31657 -2.54424 0.099
H -0.04673 -0.24213 -2.45927 0.072
H 5.68178 0.09633 0.85659 0.039
O -1.68069 -2.41030 -1.42861 0.089
H -4.85776 -2.80980 -0.93330 0.069
C 2.50559 1.55525 4.34519 -0.230
H 0.68884 -0.58830 -7.65798 0.123
C 3.77854 1.84622 -7.52577 0.009
B -3.73244 4.00684 3.16655 -0.656
O 1.81322 0.71593 -6.57979 -0.004
H 0.89608 -0.84847 -0.03271 0.080
C 2.46568 1.87066 2.76309 -0.272
H -5.44162 -6.21813 -1.59616 0.082
H -4.98350 -4.74340 -2.46520 0.068
H -3.96252 -1.32249 -1.10190 0.087
C 1.69618 -0.16790 -7.70440 -0.230
C -0.96275 0.29061 4.06620 -0.201
H 3.97958 2.90236 -7.71655 0.094
H -1.88631 4.76752 3.84617 0.089
H 1.14800 2.52505 5.90697 0.103
C 2.52876 -1.26688 2.23555 -0.212
H 0.90212 -0.31171 5.11609 0.090
Si 3.22568 0.45094 1.66747 0.550
H -3.94256 -6.15315 -2.54765 0.085
H -4.47077 -4.57072 0.04408 0.112
H -1.83589 1.01331 4.28878 0.104
H -2.20011 -1.27369 5.26710 0.117
H 1.75641 0.38397 -8.64550 0.113
H 1.38870 -1.13497 2.39521 0.028
O -2.68887 -4.34453 -1.03074 -0.001
C 1.02250 1.91149 4.93352 -0.206
H 2.57707 -1.99001 -8.45054 0.081
H 2.68782 -2.09135 1.46143 0.043
N -2.88949 4.82936 4.08756 0.143
H -0.24830 0.60446 6.23614 0.115
C -2.27196 -1.87194 3.10162 -0.169
C 0.85246 0.34604 -2.08255 -0.058
H 2.59608 -1.83717 -6.68044 0.087
H 3.53440 1.40344 -8.48920 0.068
H 1.37520 1.96089 2.38430 0.076
C 2.70860 -1.29188 -7.62080 -0.067
C 0.17374 0.56574 5.17163 -0.208
C -4.04029 -2.34408 -1.48010 0.006
H 1.04329 1.74021 -3.95926 0.074
H -3.45995 -5.98904 -0.12002 0.124
H 4.67665 1.37576 -7.12228 0.100
C 2.68734 2.27206 -2.35072 -0.066
O 2.59612 2.54233 -5.60234 0.082
H -4.42496 5.47075 2.09194 0.109
H -3.05656 4.60609 5.07688 0.073
H -0.62572 0.47179 2.99289 0.107
H 5.51941 1.51977 2.04636 0.038
C -1.52992 -1.19105 4.34945 -0.195
O -4.27748 2.68535 3.51659 -0.182
H 5.48862 -0.21111 2.66077 0.039
C 3.27800 1.97498 -0.92509 -0.073
H 2.95350 -1.57450 3.26145 0.038
C 5.13818 0.46518 1.79250 -0.218
C -2.71406 -3.02357 -1.28668 -0.528
H -2.51340 -0.47636 1.38283 0.116
C 1.38799 -0.01267 -0.64409 -0.066
H 4.15413 2.59495 -0.50811 0.091
O -2.46270 2.04472 1.86823 -0.406
C -3.17422 -0.88601 2.21794 -0.261
H 3.18089 3.13888 -2.92378 0.082
C 2.57928 0.82877 -0.12917 -0.251
H -2.99070 -2.66408 3.54615 0.113
S -3.86265 1.63082 2.23696 1.048
H -3.96663 -1.55186 1.69717 0.123
O -4.01054 4.60295 1.86114 0.053
H -1.58007 -2.44194 2.38849 0.118
H 3.20408 2.34388 4.82420 0.105
C -4.59966 -5.58492 -1.88458 -0.067
C -3.83951 -5.11836 -0.65989 -0.232
H -0.59938 -1.84646 4.56882 0.109
H 2.84637 0.50274 4.61714 0.088
```

Values from the calculation:
Energy   -2311.17118 hartree
Spin multiplicity   1
Gap between HOMO and LUMO   8.5 eV



No. 2
C24H46Br4N3NiO10 | wB97M-V/def2-TZVPD

Geometry as XYZ:
```
88
Properties=species:S:1:pos:R:3:mulliken_spin:R:1
H 7.58502 7.45146 -1.23627 0.000
N 0.34960 -8.93982 -0.61362 0.000
H -5.30815 -0.88968 0.15664 0.000
H 1.84345 -5.74127 -6.45087 0.000
C 0.33301 -4.57858 -7.47788 0.000
Br 2.28575 -6.44253 -8.87460 0.000
C -1.85381 8.66458 -0.62737 0.000
H 0.34861 8.57512 -0.03754 0.000
H -7.44634 0.04923 -2.38990 0.000
Br -3.01512 10.24623 -1.04727 0.000
H 3.04775 -2.10925 -1.39002 0.007
Br -0.53249 10.58186 1.26236 0.000
H -5.80455 0.03522 -1.64443 0.000
H -10.34083 0.21265 -3.42718 0.000
O 0.91205 -8.96982 -1.69811 0.000
H -2.34033 7.99243 0.07946 0.000
C -0.47108 9.26051 -0.25307 0.000
C 1.50485 1.15904 -0.70273 -0.014
C 3.95175 -0.43519 -0.42969 -0.050
C 10.23494 0.55732 7.88402 0.000
H -1.75551 8.12792 -1.57101 0.000
H 11.15224 0.03374 7.61474 0.000
N 8.16034 7.84452 -2.95844 0.000
H -7.27426 -2.67915 1.96060 0.000
C -0.16530 -7.65768 -0.15533 0.000
H 10.62634 -2.85857 6.06404 0.000
C 1.62784 -0.39657 -1.15890 -0.034
C 3.86300 1.02094 0.06663 -0.030
H 9.54683 0.04457 8.55609 0.000
O 9.12764 7.10451 -3.03180 0.000
C -6.72883 -0.52118 -1.80007 0.000
H -11.25531 1.12505 -2.26897 0.000
H 10.52097 1.46168 8.42109 0.000
H -0.41495 -7.08332 -1.04745 0.000
H 9.59654 1.53268 6.04156 -0.001
H 10.64904 -2.02061 7.60130 0.000
H 6.60372 6.50825 -2.42531 0.000
Ni 9.13762 0.25397 1.34149 0.933
C -8.44968 -1.97560 -0.59804 0.000
H -8.50441 0.80804 -0.36756 0.000
C 1.16080 -5.90295 -7.28510 0.000
H -5.94809 1.12821 1.33317 0.000
H -11.76801 -0.46568 -2.73431 0.000
H -6.49224 -1.17223 2.47355 0.000
H 8.21117 -1.48224 7.31198 0.000
H -0.98512 -7.83411 0.54100 0.000
C -10.88487 0.12335 -2.48688 0.000
O 4.87445 1.68179 0.50778 0.201
O 0.60343 -0.98950 -1.52074 0.056
C 2.75175 1.76716 -0.12623 0.367
C 9.99006 -2.47602 6.86209 0.000
H -8.86307 -2.02423 0.40937 0.000
H -6.32281 -1.37020 -2.34998 0.000
H 2.79287 2.81803 0.11950 0.005
H 8.21294 0.95494 6.83392 0.000
C 9.24962 0.68502 6.63251 0.000
H -8.03352 -2.92766 -0.92743 0.000
H 8.04449 -2.15307 5.72491 -0.001
C -6.09438 -1.63801 0.25653 0.000
C -7.76838 0.31318 0.26605 0.000
C 2.93169 -1.10054 -1.02200 0.357
H 1.00456 -3.72008 -7.46833 0.000
H -0.44616 -4.47176 -6.72319 0.000
H -6.08382 1.58171 -0.18964 0.000
H -8.37053 -0.00028 1.11885 0.000
H -8.98935 -1.69190 -2.62268 0.000
H -5.82758 -2.49615 -0.36032 0.000
O 9.16286 -0.45455 5.74604 0.002
H 9.49824 -3.27181 7.42150 0.000
N -7.25333 -0.99757 -0.44528 0.000
H -10.29273 -2.22092 -1.56299 0.000
H -0.12318 9.88921 -1.07270 0.000
O 0.48387 1.82656 -0.92119 0.074
O -10.00224 -0.27396 -1.52143 0.000
H -7.29917 2.24657 1.07322 0.000
O 0.05598 -9.89400 0.12877 0.000
C -9.45508 -1.52901 -1.65074 0.000
C 8.75341 -1.64815 6.38110 0.000
O 8.15962 8.96653 -3.42174 0.000
H 0.73136 -7.34434 0.37939 0.000
H 0.42331 -6.67297 -7.05867 0.000
C -6.44194 -2.00205 1.76861 0.000
H 6.34533 8.34297 -2.22613 0.000
Br -0.69234 -4.58025 -9.20081 0.000
O 5.02765 -1.07691 -0.30227 0.128
H -5.63947 -2.68124 2.05645 0.000
C 7.01332 7.48391 -2.16375 0.000
C -6.75332 1.40253 0.65165 0.000
```

Values from the calculation:
Energy   -13662.24687 hartree
Spin multiplicity   3
Net charge   +1
Gap between HOMO and LUMO (alpha / beta)   3.8 / 2.4 eV